[1]
ORCA calculation (the ωB97M-V functional and the def2-TZVPD basis) on a structure of composition C29H29BN8O6S3Zr.

As for the spin multiplicity: 1. Its total energy is -89200.041 eV. The energy above the lowest of the compared OMol25 structures with the same formula, charge and spin comes out at 0.727 eV. As for the total charge: +2.

XYZ file:
```
77
Properties=species:S:1:pos:R:3:forces:R:3
Zr 0.0987 -0.2870 0.0095 -0.318 -1.145 0.780
C 0.0855 0.8602 -4.3025 0.012 0.003 0.054
C 1.0464 0.8819 -3.1465 0.024 -0.026 -0.081
C 1.6350 2.0697 -2.7143 -0.088 0.061 -0.021
C 2.5489 2.0919 -1.6706 -0.025 -0.004 -0.001
C 2.8944 0.9157 -1.0226 0.188 -0.061 -0.151
C 2.3629 -0.2996 -1.4663 0.045 0.272 -0.221
C 1.4396 -0.3106 -2.5242 0.125 0.202 -0.049
H -0.3062 1.8541 -4.5137 0.008 -0.008 0.011
H -0.7510 0.1875 -4.1110 0.006 -0.004 0.012
H 0.5870 0.5060 -5.2052 0.016 -0.001 0.011
H 1.3741 2.9958 -3.2131 0.008 -0.011 0.001
H 3.0012 3.0283 -1.3678 -0.006 -0.016 -0.020
H 3.6434 0.9208 -0.2425 -0.053 0.002 0.067
H 2.7734 -1.2328 -1.1013 -0.102 -0.057 0.137
H 1.1351 -1.2543 -2.9588 -0.124 -0.004 0.043
C 1.1345 -5.6776 -0.7271 -0.171 0.105 0.199
N 0.2358 -5.0403 0.2458 0.260 -0.347 -0.159
C -0.2606 -5.6430 1.3873 0.078 0.033 -0.169
C -1.0611 -4.7384 1.9882 -0.001 0.157 -0.129
N -1.0499 -3.5906 1.2136 -0.300 0.152 0.305
B -1.9600 -2.3387 1.2877 -0.202 -0.356 -0.058
N -2.2156 -1.8246 2.6993 -0.124 -0.354 -0.119
C -2.9381 -2.4566 3.7088 0.155 0.093 -0.217
C -3.0878 -1.5748 4.7120 0.084 0.281 0.036
N -2.4786 -0.3962 4.3065 -0.133 0.201 0.309
C -2.4310 0.8483 5.0821 -0.003 -0.236 -0.109
C -1.9745 -0.5678 3.0753 0.014 0.084 0.111
S -1.2410 0.7050 2.1621 0.075 -0.097 -0.119
C -0.2610 -3.7989 0.1637 0.105 0.038 -0.177
S 0.1436 -2.6743 -1.1128 0.055 0.109 0.317
H 1.4187 -6.6475 -0.3317 0.014 -0.012 -0.013
H 2.0215 -5.0663 -0.8703 0.019 0.028 -0.003
H 0.6213 -5.8077 -1.6758 -0.011 0.005 -0.033
H -0.0033 -6.6526 1.6579 0.000 0.031 -0.020
H -1.6270 -4.8264 2.8969 -0.001 0.037 -0.010
H -2.9646 -2.4758 0.6467 0.110 0.039 0.023
H -1.2912 -1.4598 0.7428 -0.001 0.088 -0.054
H -3.3140 -3.4594 3.6144 0.029 0.013 -0.025
H -3.5747 -1.6656 5.6671 0.009 0.024 -0.017
H -3.0786 0.7341 5.9457 -0.001 -0.004 0.007
H -2.7849 1.6755 4.4729 -0.009 0.008 -0.023
H -1.4136 1.0443 5.4128 0.023 0.008 -0.010
O -1.6209 0.4047 -1.0913 -0.098 0.214 -0.016
C -1.3525 1.5918 -0.7308 0.849 0.096 -0.073
O -0.1257 1.7815 -0.3353 -0.402 0.318 -0.128
C -2.3154 2.6736 -0.7029 -0.247 -0.277 -0.212
C -2.1507 3.7409 0.1679 0.172 0.044 0.027
C -3.1380 4.6940 0.1977 -0.222 0.216 0.216
C -4.2632 4.6452 -0.6033 -0.015 -0.067 -0.030
C -4.3760 3.5629 -1.4516 -0.316 -0.067 -0.063
C -3.4382 2.5617 -1.5149 -0.037 -0.013 0.025
N -5.5716 3.4547 -2.3263 0.246 0.353 -0.408
O -6.4099 4.3130 -2.2135 -0.160 0.039 0.216
O -5.5735 2.5545 -3.1348 -0.022 -0.236 0.105
N -3.0036 5.8226 1.1490 0.207 0.271 -0.436
O -2.0527 5.7941 1.8981 0.124 -0.143 0.256
O -3.8135 6.7098 1.0605 -0.180 -0.022 0.124
H -1.2976 3.8299 0.8279 -0.071 -0.026 -0.068
H -5.0260 5.4103 -0.5644 0.017 0.008 0.017
H -3.5891 1.7242 -2.1821 0.034 -0.004 0.026
N 1.6794 2.3341 1.8700 -0.066 0.088 -0.075
C 1.9084 1.1002 2.3131 -0.080 0.056 -0.166
N 1.6656 -0.0001 1.6100 0.452 -0.417 0.158
C 2.1019 -1.1451 2.3436 -0.124 0.297 -0.357
C 2.1620 -2.4508 1.8786 -0.016 -0.105 -0.051
C 2.6043 -3.4473 2.7360 0.001 -0.021 -0.001
C 3.0121 -3.1521 4.0338 -0.011 0.051 -0.003
C 3.0097 -1.8410 4.4834 0.049 -0.076 0.041
C 2.5569 -0.8559 3.6213 0.045 -0.001 0.266
S 2.5427 0.8639 3.8941 0.084 0.043 0.198
H 1.2060 2.4895 0.9907 0.029 -0.013 0.039
H 1.7901 3.1218 2.4877 0.018 -0.015 -0.011
H 1.9204 -2.6890 0.8514 -0.015 0.022 0.002
H 2.6620 -4.4679 2.3795 -0.002 0.026 0.001
H 3.3672 -3.9405 4.6839 -0.016 0.023 -0.019
H 3.3722 -1.5948 5.4730 -0.015 0.004 -0.021
```
Forces are in eV/Å.


[2]
ORCA calculation (the ωB97M-V functional and the def2-TZVPD basis) on a structure of composition C46H44BKN9O2P2.

As for the spin multiplicity: 1. Its total energy is -101494.353 eV. The energy above the lowest of the compared OMol25 structures with the same formula, charge and spin comes out at 9.881 eV. As for the total charge: -1.

XYZ file:
```
105
Properties=species:S:1:pos:R:3:forces:R:3
K -1.6878 0.8083 0.4920 0.186 -0.532 0.480
C -3.5437 -3.7296 -1.1734 0.066 0.219 0.079
C -2.3625 -3.3976 -0.4683 -0.900 1.091 0.740
N -2.6175 -2.5025 0.5070 -1.156 -0.891 -1.790
N -3.9697 -2.2458 0.4158 0.426 -1.860 -1.503
C -4.5631 -2.9957 -0.5572 2.075 -0.170 -0.421
B -4.7444 -1.4275 1.3765 1.538 0.674 1.445
N -5.2743 -0.0907 0.6413 1.131 2.522 0.994
C -5.5349 0.3727 -0.6203 1.065 1.395 -0.358
C -5.0466 1.8547 -0.7638 -2.760 -1.095 1.432
C -4.5543 2.0205 0.6576 -0.027 0.297 -0.865
N -4.7330 1.0147 1.4442 -0.427 -0.809 -1.943
N -3.6203 -1.1898 2.5757 -3.163 1.108 -0.840
C -4.2498 -1.0776 3.7821 0.943 -1.150 3.048
C -3.5873 -1.2858 4.9683 -0.038 1.054 -1.115
C -2.0635 -1.1901 4.9996 0.764 -0.711 -0.799
N -2.3038 -1.0381 2.5230 0.655 0.515 -0.391
H -3.5909 -4.3678 -2.0451 -0.236 -0.069 0.176
H -1.3352 -3.7071 -0.6011 -0.139 -0.120 -0.109
H -5.6075 -2.9551 -0.8116 -0.126 0.132 0.269
H -5.7148 -1.9729 1.8351 0.138 -0.119 0.057
H -6.1792 -0.0491 -1.4008 0.411 -0.352 0.787
H -5.9594 2.4880 -0.9880 0.787 -0.406 0.427
H -4.0372 2.9319 0.9610 -0.343 -0.190 0.334
H -5.2996 -0.8074 3.8339 -0.044 -0.591 -0.496
H -4.1432 -1.3860 5.8835 -0.184 0.422 0.282
H -1.6338 -1.7506 5.8292 -0.107 -0.701 -0.155
C 1.6198 0.5560 -1.6104 0.242 -0.072 0.092
N 2.3641 -0.5166 -0.9319 -0.274 0.728 0.050
C 1.7096 -1.1019 0.2249 -0.410 -2.070 0.462
P 2.0919 -0.5693 2.0194 2.334 0.988 -0.589
C 0.5497 -0.6120 2.9083 0.605 1.068 2.192
C 0.3439 0.6543 3.5812 -0.032 -0.203 -2.473
C -0.7392 0.9955 4.4170 -0.586 -0.498 0.908
C -1.5742 0.2038 5.1695 -0.389 1.830 0.281
C -1.5808 -1.7272 3.6210 0.176 -1.073 -0.689
C -0.1013 -1.7796 3.1871 -1.749 -0.194 1.027
C 2.9969 -2.0472 2.6690 0.442 -0.776 -0.119
C 2.4139 -3.3209 2.5998 -0.182 -0.401 0.271
C 2.9896 -4.4278 3.2321 0.788 0.758 -0.639
C 4.2132 -4.2841 3.9016 -1.038 0.284 -0.758
C 4.8277 -3.0413 3.9513 0.479 -0.027 0.332
C 4.2684 -1.9563 3.2995 -1.142 0.862 -0.314
C 3.6206 -0.9277 -1.3772 0.522 0.526 -1.248
C 4.3786 -0.1196 -2.3116 -0.777 -0.008 0.382
C 5.6153 -0.5393 -2.8073 0.049 0.430 0.095
C 6.1779 -1.7555 -2.3928 -0.742 0.257 0.261
C 5.4260 -2.5770 -1.5460 -0.490 0.357 0.095
C 4.1658 -2.1866 -1.0600 -0.094 -0.093 -0.187
P 1.6639 2.0848 -0.5444 0.195 -0.390 0.569
C 0.5382 3.3028 -1.2818 -0.013 1.301 -0.179
C 0.2283 3.4959 -2.6433 -0.360 -0.754 0.634
C -0.7784 4.3634 -3.0297 -0.440 0.942 1.320
C -1.4227 5.1599 -2.0360 0.687 -0.832 -0.705
C -0.9996 5.1020 -0.7056 -0.610 0.356 -0.445
C -0.0021 4.2094 -0.3404 0.209 -0.654 0.473
C 3.2946 2.8141 -0.8963 0.884 1.123 -0.443
C 3.5607 3.7006 -1.9606 -0.369 -0.209 -0.072
C 4.8020 4.2917 -2.1588 0.518 -0.086 0.606
C 5.8468 4.1172 -1.2152 -0.729 -0.490 -0.252
C 5.5900 3.2619 -0.1432 -0.144 -0.013 -0.530
C 4.3450 2.6208 -0.0092 0.202 -0.532 1.300
H 0.5539 0.2855 -1.7432 0.474 -0.166 0.126
H 2.0363 0.6867 -2.6074 -0.142 0.081 -0.040
H 1.9625 -2.1945 0.2129 -0.614 0.802 -0.023
H 0.6021 -1.0500 0.1339 0.599 -0.029 -0.231
H 1.0939 1.4509 3.4864 -0.389 -0.300 -0.721
H -0.8916 2.0877 4.4852 0.431 -0.458 0.846
H -2.0314 0.7307 6.0212 -0.435 0.027 -0.591
H -1.9650 -2.7668 3.5066 0.205 0.250 0.384
H 0.4493 -2.7181 3.3438 -0.885 0.677 -0.475
H 1.4247 -3.4612 2.1310 0.904 0.099 -0.062
H 2.5320 -5.3862 3.0549 -0.051 -0.307 0.355
H 4.6923 -5.1453 4.2948 0.334 -0.588 0.562
H 5.7485 -2.9252 4.5432 -0.330 -0.022 -0.524
H 4.7625 -0.9767 3.2924 -0.170 -0.396 0.163
H 3.9260 0.8444 -2.6366 0.788 -0.845 0.278
H 6.1922 0.1234 -3.5008 -0.684 -0.628 0.677
H 7.1647 -2.0177 -2.7340 0.119 -0.252 -0.030
H 5.7726 -3.5610 -1.2422 0.148 0.139 -0.135
H 3.5300 -2.9067 -0.5251 0.705 0.379 -0.008
H 0.7221 2.8610 -3.3664 -0.055 -0.036 -0.182
H -1.0823 4.4445 -4.0625 0.011 0.010 -0.098
H -2.2488 5.7989 -2.3276 0.080 0.009 0.064
H -1.5257 5.7274 0.0307 0.507 -0.286 -0.260
H 0.3581 4.1690 0.7148 -0.463 -0.126 -0.889
H 2.7430 3.9588 -2.6371 0.347 -0.140 0.007
H 4.9401 4.8717 -3.0606 0.108 0.265 0.089
H 6.8389 4.5903 -1.2895 -0.683 -0.191 -0.221
H 6.4006 3.0662 0.5509 -0.269 -0.028 0.173
H 4.1568 1.9781 0.8794 0.257 0.379 -0.712
C -2.5013 -1.8255 -4.9343 0.129 -0.711 -0.766
N -2.7619 -0.5534 -4.2990 0.329 -0.384 -0.557
C -3.7843 0.1881 -4.7319 -1.131 1.349 0.609
C -4.4345 1.0240 -3.8488 0.890 1.102 -1.171
C -3.6719 1.4037 -2.6744 1.068 -1.144 0.797
O -4.1396 2.3583 -1.7933 1.257 -1.348 -1.583
N -2.4858 0.8475 -2.4040 -1.568 0.492 -0.227
C -2.0281 -0.2248 -3.1675 1.128 -0.788 1.429
O -1.0435 -0.9205 -2.8549 -1.598 1.527 -0.411
H -2.0510 -1.7220 -5.9372 -0.089 0.089 0.418
H -3.4214 -2.4363 -5.0294 0.385 0.533 0.170
H -1.8107 -2.3247 -4.2699 0.186 -0.295 -0.105
H -3.9808 0.1958 -5.8200 -0.417 -0.614 0.832
H -5.2304 1.6557 -4.2605 0.284 -0.226 0.571
```
Forces are in eV/Å.


[3]
ORCA calculation (the ωB97M-V functional and the def2-TZVPD basis) on a cluster of 2 separate species, C3H8OS2 in total.

As for the spin multiplicity: 1. Its total energy is -26954.652 eV. The energy above the lowest of the compared OMol25 structures with the same formula, charge and spin comes out at 3.957 eV.

XYZ file:
```
14
Properties=species:S:1:pos:R:3:forces:R:3
C -1.6784 0.6413 0.6296 1.780 -2.494 -0.399
C 0.7720 -0.9476 -0.9124 -2.181 0.626 2.342
C 0.7003 0.2958 0.0406 -2.092 -0.287 0.360
O 2.0005 -1.5457 -0.9229 1.655 -0.719 -0.356
S 1.1762 -0.0187 1.7246 -0.982 -1.244 -0.109
S 1.2249 1.8500 -0.5830 0.407 0.134 -0.837
H -2.2636 -0.2581 0.4246 0.644 -0.392 0.493
H -1.2676 0.7945 1.6033 -0.194 0.172 0.393
H -2.2029 1.3676 0.1221 -0.353 2.307 -1.019
H -0.0370 -1.6318 -0.5020 1.113 0.427 -0.504
H 0.4922 -0.6731 -1.8874 -0.689 0.630 -1.264
H 2.4172 -1.4152 -1.7896 -0.156 -0.050 0.537
H 2.1117 0.8663 1.7591 1.172 0.999 0.113
H 0.4845 2.6718 0.1628 -0.124 -0.108 0.249
```
Forces are in eV/Å.


[4]
ORCA calculation (the ωB97M-V functional and the def2-TZVPD basis) on a structure of composition C3H5NO3.

As for the spin multiplicity: 1. Its total energy is -10819.712 eV. The energy above the lowest of the compared OMol25 structures with the same formula, charge and spin comes out at 5.976 eV.

XYZ file:
```
12
Properties=species:S:1:pos:R:3:forces:R:3
C -0.2470 0.5432 -0.3233 4.624 2.428 -1.768
C 1.7159 0.1345 -0.5604 -5.163 0.699 0.881
C -2.2308 -0.3481 0.4445 -0.014 2.762 2.464
N 2.3627 -0.2455 0.6233 3.445 1.012 -0.023
O -0.7460 1.5497 -0.7282 0.223 0.167 -0.656
O 1.9953 -1.1763 -0.4469 0.307 -1.044 -0.384
O -0.7984 -0.3255 0.3847 -0.542 -3.125 1.716
H 2.2325 0.7250 -1.2683 0.052 0.728 -1.001
H -2.5972 -0.5114 -0.5101 -0.896 -0.847 -1.665
H -2.6494 0.6618 0.7810 0.819 -1.139 -0.502
H -2.4722 -1.0275 1.2414 -0.184 -0.675 -0.250
H 3.4347 0.0201 0.3623 -2.672 -0.966 1.188
```
Forces are in eV/Å.


[5]
ORCA calculation (the ωB97M-V functional and the def2-TZVPD basis) on the molecule C16H20N2O6S.

As for the spin multiplicity: 1. Its total energy is -43015.526 eV. The energy above the lowest of the compared OMol25 structures with the same formula, charge and spin comes out at 1.995 eV. Its structure (SMILES) is COc1ccc(N(CC(=O)NCc2ccco2)S(C)(=O)=O)c(OC)c1.

XYZ file:
```
45
Properties=species:S:1:pos:R:3:forces:R:3
C 3.7150 -2.3827 0.7888 0.039 -0.179 0.149
H 3.8254 -2.0075 1.8107 -0.015 -0.009 -0.027
O 3.4315 -1.3402 -0.1147 -0.127 0.280 -0.192
C 2.2921 -0.6209 0.0610 -0.178 0.146 0.003
C 1.3473 -0.8561 1.0517 0.238 -0.220 0.096
C 0.2225 -0.0496 1.1295 0.111 0.205 -0.275
C 0.0218 0.9748 0.2273 0.561 -0.160 0.006
C 0.9764 1.2187 -0.7757 -0.100 -0.361 0.084
C 2.1037 0.4217 -0.8497 0.078 0.039 -0.136
H 2.8669 0.5846 -1.5927 0.073 0.046 -0.119
O 0.6792 2.2386 -1.6185 -0.070 -0.355 0.208
C 1.7339 2.8520 -2.3269 0.166 0.114 -0.176
H 2.0975 2.2089 -3.1354 -0.009 0.053 0.057
H 2.5553 3.1068 -1.6537 -0.014 -0.013 -0.002
H 1.3091 3.7630 -2.7442 0.082 -0.046 -0.017
N -1.0851 1.8507 0.3581 0.476 0.741 0.171
S -0.6248 3.4559 0.6278 -0.549 0.533 1.142
O -1.1071 4.3243 -0.4060 -0.286 -0.154 -0.118
O 0.7644 3.5007 0.9775 0.011 -0.267 0.108
C -1.5869 3.7777 2.1269 0.490 -0.128 -0.761
H -2.6189 3.5258 1.9251 -0.212 -0.051 -0.031
H -1.1777 3.1521 2.9077 0.047 -0.139 0.135
H -1.4884 4.8260 2.3775 0.070 0.189 -0.043
C -2.1576 1.7151 -0.6115 -0.467 0.071 -0.238
H -2.8819 2.5009 -0.3974 -0.137 -0.231 -0.169
H -1.7916 1.8438 -1.6379 -0.045 -0.003 0.100
C -2.8247 0.3526 -0.4340 0.240 0.359 -0.280
O -3.8460 0.1900 0.1941 -0.366 0.046 0.326
N -2.1667 -0.6469 -1.0611 0.088 -0.272 -0.267
H -1.2756 -0.4554 -1.4925 -0.053 0.053 0.059
C -2.5577 -2.0382 -0.9269 -0.003 0.022 0.232
C -1.4951 -2.8584 -0.2753 0.268 -0.224 -0.918
C -0.4659 -3.5832 -0.8042 -0.549 0.343 0.130
C 0.2229 -4.1526 0.2933 -0.149 0.070 0.557
C -0.4340 -3.7235 1.4046 0.744 -0.588 -0.198
O -1.4697 -2.9416 1.0702 -0.452 0.336 0.212
H -0.2734 -3.9075 2.4486 -0.073 0.031 0.167
H 1.0749 -4.8002 0.2529 0.171 -0.139 0.082
H -0.2339 -3.7063 -1.8421 -0.029 0.009 -0.265
H -2.7793 -2.4508 -1.9165 -0.014 -0.035 0.187
H -3.4632 -2.0404 -0.3141 0.055 -0.077 -0.177
H -0.5123 -0.2147 1.9018 -0.102 0.007 0.099
H 1.4782 -1.6454 1.7728 0.036 -0.088 0.016
H 4.6605 -2.8088 0.4570 -0.068 -0.005 0.065
H 2.9390 -3.1538 0.7660 0.022 0.050 0.015
```
Forces are in eV/Å.